Molecular formula: C18H37O2P3Rh
Method: DFT, the ωB97M-V functional and the def2-TZVPD basis

Output
**2S+1**: 5
**Molar mass**: 481.32 Da
**Charge**: +3
**E_tot**: -1991.99931 Eh

Each line ends with the Löwdin charge.
Positions of all 61 atoms, in Å:
Rh  0.132  0.051  1.433  0.3851
P  1.598  -0.872  2.948  0.7376
P  1.193  2.061  1.253  0.7232
P  -0.941  -1.991  0.889  0.7244
H  -0.540  2.631  -6.460  0.1168
C  -1.432  2.040  -6.254  0.1571
C  -2.386  2.493  -5.431  0.1210
H  -2.236  3.438  -4.869  0.1272
C  2.902  -1.761  2.042  -0.2131
C  2.538  0.243  4.045  -0.2194
C  0.941  -2.100  4.099  -0.2206
C  0.605  3.108  -0.090  -0.2286
C  1.102  3.137  2.728  -0.2121
C  2.936  1.697  0.855  -0.2429
C  -2.228  -1.824  -0.376  -0.2243
C  -1.813  -2.679  2.327  -0.2100
C  0.236  -3.296  0.412  -0.2268
H  -1.569  1.112  -6.804  0.1097
H  -3.374  2.000  -5.426  0.1109
H  3.639  -2.163  2.748  0.0844
H  3.375  -1.081  1.328  0.0414
H  2.454  -2.575  1.468  0.0175
H  3.268  -0.358  4.610  0.0825
H  1.836  0.725  4.737  0.0667
H  3.058  1.042  3.508  0.0305
H  0.901  -3.109  3.674  0.0562
H  -0.057  -1.778  4.405  0.0506
H  1.571  -2.094  5.001  0.0783
H  0.851  4.166  0.053  0.0804
H  -0.474  2.954  -0.162  0.0281
H  1.011  2.772  -1.045  0.0417
H  2.095  3.497  3.025  0.0725
H  0.644  2.580  3.551  0.0343
H  0.470  3.999  2.488  0.0664
H  3.491  2.634  0.725  0.0772
H  2.964  1.104  -0.069  0.0544
H  3.432  1.109  1.631  0.0120
H  -3.080  -2.466  -0.142  0.0690
H  -1.834  -2.046  -1.371  0.0546
H  -2.558  -0.781  -0.373  0.0409
H  -2.685  -3.218  1.934  0.0693
H  -2.142  -1.853  2.976  0.0500
H  -1.193  -3.382  2.900  0.0538
H  -0.298  -4.018  -0.223  0.0733
H  0.634  -3.845  1.281  0.0584
H  1.077  -2.867  -0.151  0.0500
C  -1.383  0.977  -2.374  -0.3901
C  -0.110  0.528  -2.957  0.0428
C  -0.097  -0.508  -3.880  -0.0373
C  -1.324  -1.041  -4.295  -0.0211
C  -2.536  -0.406  -3.974  -0.0234
C  -2.542  0.726  -3.200  -0.0105
O  -1.534  1.424  -1.198  0.0012
H  -0.373  -0.461  -0.132  0.0593
H  0.817  0.918  -2.541  0.1155
H  0.841  -0.974  -4.223  0.1398
H  -1.307  -1.950  -4.907  0.1396
H  -3.500  -0.766  -4.337  0.1460
H  -3.439  1.327  -3.051  0.1422
O  -2.294  1.055  2.904  0.1657
C  -1.336  0.713  2.337  -0.2796

Force components x, y, z for each atom (eV/Å):
Rh 0.213 -0.904 -2.620
P 1.335 -0.550 0.355
P 1.249 0.855 0.561
P 0.303 -0.674 0.585
H -0.075 -0.166 0.039
C 1.760 -0.904 -1.819
C -2.323 1.046 1.817
H -0.262 -0.802 -0.177
C -0.169 0.102 -0.237
C -0.363 0.295 0.085
C -0.282 0.208 0.390
C -0.426 -0.054 -0.397
C 0.038 -0.140 0.018
C 0.143 0.200 -0.015
C -0.262 0.147 -0.027
C -0.390 0.092 0.216
C 0.021 -0.157 -0.476
H 0.144 0.074 0.065
H 0.507 0.564 -0.026
H -0.093 0.093 -0.161
H 0.144 -0.156 0.168
H 0.203 0.042 0.194
H -0.262 0.188 -0.164
H 0.211 -0.158 0.040
H -0.079 -0.290 0.158
H 0.051 0.283 0.076
H 0.030 -0.213 0.092
H -0.096 -0.165 -0.295
H 0.041 -0.269 0.146
H 0.143 0.416 0.087
H 0.127 -0.006 0.068
H -0.223 -0.048 -0.056
H 0.177 0.259 -0.053
H 0.114 -0.154 0.111
H -0.024 -0.173 -0.109
H 0.026 0.269 0.115
H -0.140 0.236 -0.192
H 0.100 -0.063 -0.188
H 0.020 -0.082 0.102
H -0.108 -0.174 0.027
H 0.122 0.079 0.299
H -0.077 -0.488 -0.145
H -0.170 0.338 -0.253
H 0.214 0.081 0.135
H -0.284 0.342 -0.257
H -0.348 -0.226 0.048
C 0.174 0.535 1.103
C 0.090 -0.295 0.703
C -0.016 -0.012 0.227
C 0.861 -0.941 -0.578
C -0.781 0.378 -0.719
C -0.479 0.670 0.435
O 0.525 -0.588 -2.053
H 0.867 0.151 0.818
H -0.139 -0.064 -0.036
H -0.524 0.428 0.200
H -0.203 0.397 0.201
H 0.348 -0.106 -0.190
H 0.092 -0.444 0.351
O 3.264 -1.057 -1.891
C -5.057 1.755 3.103